(one)
Formula: C25H25BeIO7P2Se
Source: the OMol25 dataset
Level of theory: wB97M-V/def2-TZVPD

As for the total charge: 0. The value obtained for the orbital gap is 8.11 eV. As for the spin multiplicity: 1.

The geometry in XYZ format:
```
62
Properties=species:S:1:pos:R:3:mulliken_charge:R:1
I -1.33 1.12 2.70 0.299
O -2.82 -1.99 -1.08 -0.105
C 1.53 1.93 -2.57 -0.010
C 0.51 3.24 -0.83 -0.831
C 2.04 0.46 5.17 -0.860
C 0.83 4.40 -1.51 -0.750
O -4.43 -1.08 0.70 -0.475
Be -1.71 0.79 0.29 0.534
O -4.08 0.49 -1.61 -0.677
H -0.35 -1.71 1.39 -0.201
Se -2.97 1.69 -1.83 1.016
C 0.78 -0.99 -1.24 0.901
H 5.13 0.47 0.29 0.447
H -0.09 0.70 5.19 0.432
H -0.86 -3.10 0.41 0.222
H 2.37 3.03 -4.20 0.429
H 0.25 -2.64 -4.15 0.464
H -0.24 -0.50 -3.06 0.531
H 5.17 0.34 2.77 0.389
C 0.60 -2.47 -3.14 -0.816
C 1.51 4.33 -2.72 -0.531
C 0.86 2.01 -1.36 1.166
H 0.54 5.36 -1.10 0.422
H -0.04 3.30 0.11 0.258
C -3.63 -3.16 -1.24 -0.833
H -3.12 -3.81 -1.94 0.251
O -1.58 1.06 -2.42 -0.489
H 2.99 0.58 -0.87 0.358
C 3.03 0.47 2.96 0.992
C -1.06 -2.54 1.33 -0.183
H 1.78 0.97 -3.00 0.419
O -2.49 2.03 -0.19 -0.436
H 1.48 -4.41 -2.93 0.411
H 4.13 0.31 4.80 0.377
H 1.75 5.24 -3.26 0.403
O -2.40 -2.09 1.39 -0.458
C 4.22 0.49 0.86 -1.278
C -5.15 0.11 1.06 -0.496
H 2.25 -3.99 -0.62 0.442
C 4.23 0.42 2.22 -0.849
O -3.52 3.03 -2.53 -0.757
C 3.14 0.40 4.37 -0.894
H -0.90 -3.18 2.19 0.373
P -2.92 -1.08 0.20 1.067
C 1.76 0.58 2.30 0.654
C 0.78 0.62 4.56 -0.812
H -3.77 -3.68 -0.29 0.344
C 1.77 0.59 0.86 0.618
C 2.98 0.56 0.21 -0.205
C 1.28 -3.46 -2.46 -0.710
H -5.16 0.81 0.23 0.243
C 1.85 3.09 -3.25 -0.883
C 0.34 -1.24 -2.54 -0.241
H 2.12 0.41 6.24 0.400
H 1.83 -1.84 0.45 0.342
P 0.38 0.57 -0.37 0.143
C 1.47 -2.00 -0.56 -0.782
C 0.65 0.69 3.20 0.130
H -4.70 0.56 1.94 0.211
H -4.60 -2.86 -1.64 0.277
H -6.16 -0.22 1.30 0.295
C 1.71 -3.22 -1.16 -0.694
```

---

(two)
Formula: C25H25BeIO7P2Se
Source: the OMol25 dataset
Level of theory: wB97M-V/def2-TZVPD

As for the total charge: 0. The value obtained for the orbital gap is 7.20 eV. As for the spin multiplicity: 1.

The geometry in XYZ format:
```
62
Properties=species:S:1:pos:R:3:mulliken_charge:R:1
H 4.93 -0.86 1.26 0.265
H 1.09 -2.30 3.36 0.270
O -0.53 -4.09 -0.69 -0.670
H -0.48 -1.65 2.88 0.320
C 1.42 2.20 3.45 -0.274
H 3.63 -0.01 2.15 0.144
C 1.62 2.09 4.82 -0.939
O -1.28 -1.78 0.25 -0.040
C 2.07 6.06 -0.47 -0.665
Be -0.30 -0.86 -0.23 -0.095
C 0.53 1.95 5.67 -0.670
C 0.56 4.22 -0.74 -0.357
C 2.59 1.14 -0.62 -0.896
P -0.12 2.30 1.12 0.015
O 1.05 -2.73 0.95 -0.554
C -0.75 1.89 5.14 -0.747
C -4.22 4.46 1.39 -0.897
C 1.19 5.34 -1.26 -0.711
H 2.27 2.23 2.79 0.507
O 1.98 0.87 0.61 -0.289
H 3.02 6.20 1.44 0.438
H 3.97 -1.72 2.51 0.260
C -1.91 4.24 1.94 0.137
O 3.04 -1.38 0.70 -0.443
C -1.75 3.18 1.08 0.841
H 2.45 0.31 -1.32 0.418
P 1.54 -0.81 0.76 1.360
C -2.84 2.75 0.27 0.493
I -0.99 0.91 -1.62 -0.037
C -2.82 1.76 -0.74 -0.171
H -5.19 4.92 1.52 0.398
H -1.07 4.55 2.55 0.456
H -1.60 1.72 5.79 0.409
O 1.17 -0.51 2.29 0.333
C 0.13 2.24 2.93 0.200
C -5.19 1.93 -1.10 -0.767
H -0.13 3.67 -1.37 0.178
C 1.69 4.54 1.35 -0.402
C -3.13 4.90 2.10 -1.108
C -5.25 2.97 -0.22 -0.887
H -6.08 1.59 -1.62 0.402
C 0.52 -1.38 3.21 -0.887
H 0.68 1.86 6.74 0.400
Se -0.47 -3.25 0.62 1.074
H 2.54 6.96 -0.85 0.380
H 2.62 2.11 5.22 0.421
H 0.98 5.66 -2.27 0.445
C -0.95 2.04 3.78 -0.423
C 2.32 5.65 0.82 -0.769
H 0.46 -0.82 4.15 0.210
C 3.94 -0.97 1.72 -0.517
C 0.80 3.80 0.57 1.024
H 3.67 1.29 -0.48 0.155
C -3.96 1.33 -1.37 -0.587
O -1.14 -3.92 1.86 -0.650
H 1.87 4.27 2.38 0.523
C -4.11 3.39 0.48 0.993
H 2.16 2.05 -1.04 0.233
H -1.95 1.98 3.38 0.468
H -3.91 0.55 -2.12 0.449
H -6.18 3.50 -0.04 0.394
H -3.22 5.72 2.79 0.437
```

---

Best to worst by energy: (one), (two).

---

(one)
Formula: C4H5O2S
Source: the OMol25 dataset
Level of theory: wB97M-V/def2-TZVPD

As for the total charge: -1. The value obtained for the orbital gap (alpha / beta) is 6.96 / 6.92 eV. As for the spin multiplicity: 1.

The geometry in XYZ format:
```
12
Properties=species:S:1:pos:R:3:mulliken_charge:R:1
S 0.31 -0.46 0.28 -0.061
C -1.10 0.09 -0.41 -0.156
H -1.92 -1.61 0.49 0.302
H 1.12 1.77 0.16 0.304
C -2.27 -0.69 0.09 -0.950
O 3.83 1.02 0.12 -0.741
C 1.46 0.71 0.35 -0.372
H -2.78 -0.17 1.05 0.160
C 2.89 0.20 0.02 0.563
O 2.90 -0.99 -0.31 -0.694
H -3.04 -0.71 -0.66 0.311
H -1.40 0.85 -1.17 0.334
```

---

(two)
Formula: C4H5O2S
Source: the OMol25 dataset
Level of theory: wB97M-V/def2-TZVPD

As for the total charge: -1. The value obtained for the orbital gap is 6.51 eV. As for the spin multiplicity: 1.

The geometry in XYZ format:
```
12
Properties=species:S:1:pos:R:3:mulliken_charge:R:1
H -0.08 -1.24 -1.16 0.279
C -1.04 -0.83 -0.83 -0.716
O 1.89 -0.04 -0.21 -0.606
O 4.24 -0.38 0.07 -0.585
H -3.04 2.91 1.15 0.366
C -1.07 0.26 -0.04 0.170
H -1.91 -1.46 -1.13 0.248
C -2.65 1.98 0.87 -0.308
C -2.14 1.06 0.29 -0.335
H 2.92 -2.19 0.25 -0.028
S 2.94 -0.72 0.57 0.215
H -0.05 0.63 0.17 0.301
```

---

Best to worst by energy: (one), (two).